No. 1
{
  "formula": "C31H65N5O8S2",
  "method": "the ωB97M-V functional and the def2-TZVPD basis",
  "species": ["S", "S", "O", "O", "O", "O", "O", "O", "O", "O", "N", "N", "N", "N", "N", "C", "C", "C", "C", "C", "C", "C", "C", "C", "C", "C", "C", "C", "C", "C", "C", "C", "C", "C", "C", "C", "C", "C", "C", "C", "C", "C", "C", "C", "C", "C", "H", "H", "H", "H", "H", "H", "H", "H", "H", "H", "H", "H", "H", "H", "H", "H", "H", "H", "H", "H", "H", "H", "H", "H", "H", "H", "H", "H", "H", "H", "H", "H", "H", "H", "H", "H", "H", "H", "H", "H", "H", "H", "H", "H", "H", "H", "H", "H", "H", "H", "H", "H", "H", "H", "H", "H", "H", "H", "H", "H", "H", "H", "H", "H", "H"],
  "xyz": [[0.193, 1.076, -1.272], [1.504, 2.605, 0.893], [-0.052, 4.208, -4.376], [-1.610, -2.542, -0.453], [-4.122, 0.871, -3.394], [-3.001, -5.135, -0.254], [4.882, 1.816, -3.575], [3.902, 1.083, 4.848], [-4.911, -5.158, 0.958], [1.283, -3.938, 0.190], [5.201, 1.841, 6.509], [-1.548, 4.680, -5.973], [-3.963, -1.271, -4.035], [2.758, 1.598, -4.267], [-0.713, 0.957, 1.223], [3.012, 0.172, 0.734], [-3.194, 1.249, 1.606], [0.628, -2.689, 0.378], [-3.195, -0.263, 1.444], [-4.394, -2.648, -4.198], [1.060, -0.693, 4.785], [0.253, 1.442, 0.305], [2.975, -5.512, 0.836], [0.027, 0.408, 5.026], [-1.219, 4.203, -4.743], [-3.808, -4.513, 0.410], [3.457, 0.114, -0.740], [-2.965, -2.202, -0.256], [-3.100, -0.694, -0.010], [1.657, 1.620, -5.221], [4.460, 2.274, -5.886], [2.970, 1.587, 1.304], [-0.857, -2.873, 0.682], [4.789, -0.571, 6.331], [2.150, -4.288, 1.234], [-6.001, -0.525, -2.887], [-3.726, -3.044, 0.769], [4.587, 0.840, 5.828], [4.064, 1.879, -4.481], [-2.341, 3.666, -3.893], [-0.789, 0.861, 3.784], [-2.862, 4.745, -6.582], [-1.829, 1.917, 1.339], [6.046, 1.744, 7.685], [-4.629, -0.238, -3.455], [-0.088, 0.526, 2.485], [5.845, -0.841, 6.309], [6.152, 0.711, 7.996], [-3.378, -2.910, 1.789], [1.600, -4.519, 2.154], [2.549, 1.339, -3.316], [1.913, -0.350, 4.213], [-3.052, -1.014, -4.383], [-3.614, 4.344, -5.911], [-4.753, -2.673, 0.757], [-6.679, -0.869, -3.669], [3.069, 1.541, 2.387], [3.770, -0.353, 1.318], [0.899, 2.321, -4.878], [2.866, -6.305, 1.571], [-2.414, -0.713, 2.052], [5.612, 2.313, 8.508], [-3.119, 5.780, -6.816], [1.378, -1.093, 5.745], [-0.990, -3.916, 0.981], [-0.924, 1.937, 3.878], [-3.087, 4.437, -3.696], [-3.926, 1.639, 0.899], [3.412, 1.097, -1.197], [7.037, 2.146, 7.470], [2.834, -3.471, 1.482], [4.031, -5.271, 0.768], [-1.791, 0.438, 3.858], [0.566, 1.289, 5.376], [-0.653, 0.140, 5.830], [-5.944, -1.284, -2.105], [-2.821, 2.817, -4.380], [-4.420, -2.912, -5.256], [0.012, -0.559, 2.427], [3.842, 2.107, 0.916], [2.089, -0.375, 0.900], [4.237, 1.472, -6.590], [5.528, 2.468, -5.900], [-0.760, 5.023, -6.497], [-5.682, -4.618, 0.775], [2.769, -0.525, -1.295], [-2.878, 4.168, -7.508], [3.932, 3.177, -6.194], [-1.910, 2.423, 0.380], [4.443, -0.321, -0.846], [0.600, -1.522, 4.245], [1.215, 0.622, -5.276], [-1.630, 2.705, 2.063], [5.026, 2.755, 6.123], [4.239, -1.248, 5.686], [0.753, -2.085, -0.517], [1.999, 1.911, -6.209], [-3.961, -0.292, -0.540], [2.641, -5.890, -0.124], [4.415, -0.674, 7.351], [-3.449, -2.398, -1.209], [1.091, -2.193, 1.233], [-1.927, 3.329, -2.948], [-1.104, -2.254, 1.550], [-5.384, -2.793, -3.781], [-4.145, -0.626, 1.844], [-6.394, 0.391, -2.459], [-2.204, -0.258, -0.446], [-3.699, -3.322, -3.692], [0.929, 0.902, 2.575], [-3.543, 1.523, 2.600]],
  "charge": 0,
  "smiles": "CCCCN(CCCC[C@H](CC(=O)O)OCCOCC)C(=S)SCCC.CNC(C)=O.CNC(C)=O.CNC(C)=O.CNC(C)=O",
  "homo_energy_ev": -7.81
}

No. 2
{
  "formula": "C31H66Cl26NP",
  "method": "the ωB97M-V functional and the def2-TZVPD basis",
  "species": ["Cl", "Cl", "Cl", "Cl", "Cl", "Cl", "Cl", "Cl", "Cl", "Cl", "Cl", "Cl", "Cl", "Cl", "Cl", "Cl", "Cl", "Cl", "Cl", "Cl", "Cl", "Cl", "Cl", "Cl", "Cl", "Cl", "P", "N", "C", "C", "C", "C", "C", "C", "C", "C", "C", "C", "C", "C", "C", "C", "C", "C", "C", "C", "C", "C", "C", "C", "C", "C", "C", "C", "C", "C", "C", "C", "C", "H", "H", "H", "H", "H", "H", "H", "H", "H", "H", "H", "H", "H", "H", "H", "H", "H", "H", "H", "H", "H", "H", "H", "H", "H", "H", "H", "H", "H", "H", "H", "H", "H", "H", "H", "H", "H", "H", "H", "H", "H", "H", "H", "H", "H", "H", "H", "H", "H", "H", "H", "H", "H", "H", "H", "H", "H", "H", "H", "H", "H", "H", "H", "H", "H", "H"],
  "xyz": [[2.670, -2.582, -5.171], [6.326, 2.553, -0.890], [-0.061, -3.985, -1.184], [-2.924, -1.917, -0.689], [-3.026, -5.442, 0.213], [2.038, 2.450, 5.642], [4.418, 4.532, -2.892], [-2.867, -0.153, 3.794], [-0.878, -2.918, 3.591], [0.479, 3.738, 0.487], [-5.575, 1.216, 1.823], [2.165, 0.307, -6.914], [1.054, -10.694, 1.581], [-4.596, -8.192, -1.045], [-1.076, 5.948, -2.709], [2.253, 9.668, -0.752], [2.628, 0.610, 8.447], [-5.871, -2.465, 5.352], [-7.295, 0.545, 6.068], [2.955, 1.683, 1.618], [-1.313, 0.791, 0.526], [-3.124, 7.442, -0.438], [2.606, 6.284, -0.999], [0.974, -7.192, -1.675], [-0.867, -7.887, 1.399], [-3.801, 3.371, -0.036], [0.760, -1.454, -2.596], [5.692, -1.742, -2.455], [3.202, 1.112, 5.819], [1.872, 1.172, -1.920], [5.351, -0.305, -2.762], [-5.146, 2.886, 2.264], [0.949, 8.461, -0.908], [-2.999, -1.487, 2.618], [-6.458, -0.541, 7.206], [3.474, -0.876, -7.158], [1.629, -6.024, -0.499], [0.739, 3.197, 2.164], [2.699, 0.042, 6.760], [-5.138, 3.793, 1.058], [-3.239, 7.546, -2.214], [-2.619, -2.820, 3.218], [-2.042, 0.638, -1.087], [1.207, 0.305, -3.058], [3.398, 1.416, -2.289], [-4.963, -6.486, -1.412], [-3.722, -5.623, -1.415], [-0.947, -9.308, 0.330], [5.859, 5.020, -1.961], [-3.291, -0.210, -1.057], [0.560, -5.109, 0.050], [2.204, 3.043, 2.495], [6.890, 3.917, -1.887], [1.280, 7.168, -0.201], [-5.310, -1.275, 6.553], [-0.649, -10.593, 1.067], [4.169, 0.121, -1.833], [-2.819, 6.261, -2.887], [3.020, -2.294, -6.894], [4.305, -0.598, -6.511], [-4.281, 7.762, -2.452], [-3.358, 5.405, -2.482], [0.254, 0.779, -3.379], [4.956, -2.267, -2.927], [0.765, 8.299, -1.968], [-0.833, -11.444, 0.411], [0.198, 2.263, 2.303], [-2.376, -1.241, 1.761], [-3.776, -0.186, -2.033], [6.260, 0.303, -2.621], [1.361, 2.143, -1.789], [0.411, 6.511, -0.212], [2.766, 3.947, 2.260], [-4.173, 2.867, 2.752], [-0.254, -9.149, -0.494], [3.441, -0.700, -1.702], [3.479, 1.600, -3.380], [3.351, 0.688, 4.825], [1.706, -0.303, 6.478], [1.564, 7.340, 0.836], [-6.071, 3.736, 0.501], [-7.193, -1.231, 7.616], [6.280, 5.889, -2.465], [3.701, 2.333, -1.727], [-4.749, -1.827, 7.307], [0.973, -4.499, 0.855], [-5.426, -6.467, -2.397], [1.870, 0.628, -0.960], [-1.959, -9.341, -0.075], [5.533, 5.327, -0.968], [2.068, -6.604, 0.313], [-1.288, 0.224, -1.755], [-2.633, 8.388, -2.542], [-4.628, -0.589, 6.054], [-4.989, 4.828, 1.367], [-3.173, -3.019, 4.134], [-3.971, -4.621, -1.766], [-3.024, 6.320, -3.955], [7.140, 3.537, -2.876], [5.090, -0.293, -3.837], [5.453, -1.845, -1.469], [-5.885, 3.228, 2.988], [-0.281, -5.672, 0.446], [2.315, 2.831, 3.566], [3.377, -0.811, 6.741], [-1.274, -10.700, 1.951], [-2.837, -3.617, 2.506], [-6.082, 0.081, 8.018], [-4.038, -1.514, 2.289], [-2.285, 1.643, -1.430], [4.148, 1.530, 6.157], [4.613, 0.314, -0.832], [2.127, -2.539, -7.465], [3.810, -2.990, -7.179], [-4.001, 0.149, -0.313], [0.292, 3.951, 2.813], [-2.952, -6.031, -2.067], [1.885, 0.262, -3.930], [7.803, 4.292, -1.425], [3.798, -0.780, -8.194], [-5.691, -6.134, -0.683], [1.606, -1.945, -1.571], [2.424, -5.463, -0.988], [-0.606, -1.538, -2.212], [0.055, 8.902, -0.467]],
  "relative_energy_kj_mol": 101.51,
  "charge": 0,
  "homo_energy_ev": -7.46
}

No. 3
{
  "formula": "C31H67BCl25NO5PS",
  "method": "the ωB97M-V functional and the def2-TZVPD basis",
  "species": ["Cl", "Cl", "Cl", "Cl", "Cl", "Cl", "Cl", "Cl", "Cl", "Cl", "Cl", "Cl", "Cl", "Cl", "Cl", "Cl", "Cl", "Cl", "Cl", "Cl", "Cl", "Cl", "Cl", "Cl", "Cl", "S", "P", "O", "O", "O", "O", "O", "N", "C", "C", "C", "C", "C", "C", "C", "C", "C", "C", "C", "C", "C", "C", "C", "C", "C", "C", "C", "C", "C", "C", "C", "C", "C", "C", "C", "C", "C", "C", "C", "B", "H", "H", "H", "H", "H", "H", "H", "H", "H", "H", "H", "H", "H", "H", "H", "H", "H", "H", "H", "H", "H", "H", "H", "H", "H", "H", "H", "H", "H", "H", "H", "H", "H", "H", "H", "H", "H", "H", "H", "H", "H", "H", "H", "H", "H", "H", "H", "H", "H", "H", "H", "H", "H", "H", "H", "H", "H", "H", "H", "H", "H", "H", "H", "H", "H", "H", "H"],
  "xyz": [[-0.845, 1.593, 5.886], [-7.010, -6.102, 5.520], [6.907, 4.696, -5.003], [9.001, -1.630, 4.085], [-6.555, -1.399, 5.998], [2.381, -0.726, -2.758], [0.423, -8.615, -4.555], [2.709, 4.180, 2.759], [11.025, 6.960, -7.120], [-3.934, 5.281, -1.187], [11.018, 3.260, -4.358], [4.164, 1.545, -3.192], [2.092, 5.014, -7.254], [6.692, 0.138, 4.359], [0.743, 6.218, 2.045], [6.401, 2.650, -7.025], [3.613, 7.051, -5.813], [-6.353, -7.262, 2.922], [-1.644, -1.191, 6.247], [10.343, 4.216, -7.851], [-1.850, -9.090, -2.785], [-2.399, 7.763, -1.107], [3.384, -0.649, 1.595], [5.165, 1.624, 1.163], [9.467, 1.248, -5.790], [-6.753, -1.819, 3.980], [-2.216, -2.708, -0.132], [-6.071, -0.772, 3.179], [-0.979, -1.739, 0.426], [-8.212, -1.795, 3.675], [0.259, 1.317, 0.224], [-2.205, -4.899, -2.023], [0.102, -4.272, -1.309], [-4.229, -0.682, -0.653], [-3.986, 1.931, -0.779], [-4.389, -2.906, 1.796], [-3.779, 6.880, -0.448], [-4.433, 2.026, 0.716], [3.687, 5.728, -6.984], [-2.437, 3.670, 1.141], [9.727, 5.850, -7.573], [-3.140, -3.640, 1.194], [11.073, 1.944, -5.534], [-7.047, -7.561, 4.522], [-0.741, -1.813, 2.966], [-0.918, -7.877, -3.674], [0.782, -2.247, 2.792], [-0.142, 2.553, 0.828], [7.716, -1.067, 5.157], [0.710, -4.490, 0.020], [2.128, 5.270, 1.494], [-3.342, -1.801, -1.333], [3.350, 0.537, -1.990], [-4.683, -3.594, 3.204], [-6.194, -3.515, 3.591], [6.766, 2.962, -5.323], [-0.403, 1.097, -1.015], [0.774, -3.201, -2.090], [-4.399, 0.608, -1.519], [-3.976, 3.423, 1.314], [-1.806, 0.465, 6.849], [-1.273, -1.086, 1.689], [4.350, 0.618, 2.365], [-1.556, 2.435, 1.541], [-1.348, -4.071, -1.237], [-1.963, 1.454, 1.215], [-4.685, 7.446, -0.642], [11.441, 2.331, -6.477], [0.564, -3.272, -3.185], [1.871, -3.341, -1.953], [-1.390, -2.634, 3.342], [-3.843, -0.503, 0.370], [1.829, 4.679, 0.633], [-5.306, -3.091, 1.187], [-4.223, 3.413, 2.406], [1.574, -3.810, 0.205], [-3.639, 6.759, 0.624], [-1.464, 0.500, 7.879], [-2.678, -1.315, -2.095], [-4.281, -4.636, 3.207], [-4.509, 2.765, -1.309], [-6.785, -3.904, 2.732], [-2.350, -0.851, 1.850], [-1.393, 0.581, -0.864], [-2.428, -4.000, 1.972], [1.024, -5.559, 0.104], [-0.641, 2.058, -1.543], [-6.335, -4.131, 4.515], [7.708, 2.478, -5.073], [-0.732, -1.041, 3.771], [0.842, -3.347, 2.696], [-8.078, -7.879, 4.404], [9.260, 6.208, -8.485], [-2.851, 0.758, 6.795], [0.481, -2.166, -1.780], [5.105, 0.151, 3.004], [0.638, 2.835, 1.577], [-0.021, -4.316, 0.855], [-2.156, 4.502, 1.838], [-3.931, 1.268, 1.373], [-1.573, -7.379, -4.383], [4.098, 0.071, -1.356], [3.694, 1.246, 2.963], [-5.409, 0.735, -1.965], [-6.472, -8.338, 5.015], [-0.749, -0.099, 1.652], [-3.525, -4.570, 0.698], [2.697, 1.164, -1.388], [5.965, 2.557, -4.712], [-2.902, 2.106, -0.931], [8.164, -0.618, 6.038], [7.101, -1.914, 5.444], [-2.630, -5.484, -1.378], [11.739, 1.169, -5.167], [0.195, 0.457, -1.701], [-0.520, -7.152, -2.969], [8.997, 5.816, -6.770], [-2.209, 4.050, 0.122], [-4.240, -1.834, 2.017], [4.356, 4.961, -6.605], [1.359, -1.858, 3.659], [4.063, 6.115, -7.926], [-4.106, -3.037, 3.983], [-5.524, 1.884, 0.875], [-4.592, 4.212, 0.808], [-3.985, -2.522, -1.884], [-3.701, 0.496, -2.391], [-5.248, -1.125, -0.519], [1.150, -1.717, 1.882], [2.931, 5.946, 1.217], [-0.125, 3.363, 0.057], [-1.362, 2.381, 2.639]],
  "charge": 1,
  "homo_energy_ev": -11.70
}

No. 4
{
  "formula": "C31H67F3N2NbO5P2S2",
  "method": "the ωB97M-V functional and the def2-TZVPD basis",
  "species": ["Nb", "S", "S", "P", "P", "F", "F", "F", "O", "O", "O", "O", "O", "N", "N", "C", "C", "C", "C", "C", "C", "C", "C", "C", "C", "C", "C", "C", "C", "C", "C", "C", "C", "C", "C", "C", "C", "C", "C", "C", "C", "C", "C", "C", "C", "C", "H", "H", "H", "H", "H", "H", "H", "H", "H", "H", "H", "H", "H", "H", "H", "H", "H", "H", "H", "H", "H", "H", "H", "H", "H", "H", "H", "H", "H", "H", "H", "H", "H", "H", "H", "H", "H", "H", "H", "H", "H", "H", "H", "H", "H", "H", "H", "H", "H", "H", "H", "H", "H", "H", "H", "H", "H", "H", "H", "H", "H", "H", "H", "H", "H", "H", "H"],
  "xyz": [[0.557, 0.857, -0.334], [3.577, 2.992, 0.507], [0.279, 0.018, 3.322], [2.258, 1.834, 1.412], [-0.834, -0.027, 1.689], [-0.324, 5.045, -3.128], [1.520, 3.990, -3.029], [-0.326, 2.922, -3.107], [1.446, -5.031, -2.514], [-2.105, 0.979, 2.011], [-1.737, -1.093, -1.355], [-1.405, -1.546, 1.570], [-2.881, 5.052, 1.970], [-3.399, 6.092, 2.520], [1.558, -6.310, -2.582], [2.610, -6.024, -0.353], [0.274, 3.976, -2.576], [-0.790, -7.581, -1.361], [0.904, -8.213, -4.042], [1.641, -6.854, -1.194], [-5.756, 5.283, 2.653], [-1.828, 5.473, 4.349], [4.427, 0.252, -2.108], [-3.268, 7.407, 4.627], [0.483, -6.844, -3.469], [2.240, -8.276, -1.187], [1.734, -1.109, -0.562], [-4.816, 6.085, 0.485], [-0.520, 2.868, -0.398], [-0.867, -6.962, -2.756], [-3.220, 5.998, 4.000], [-4.259, 5.088, 4.662], [6.281, -0.321, -0.383], [0.300, -5.955, -4.698], [5.274, -0.263, 0.766], [2.362, -1.269, -1.997], [5.874, 0.429, -1.658], [5.369, -1.545, 1.623], [0.271, -6.878, -0.518], [-3.024, -0.745, -0.969], [3.900, -1.181, -2.007], [-4.786, 6.267, 2.001], [-5.691, 5.314, 4.178], [-0.980, 0.055, -1.809], [-5.290, 7.708, 2.228], [0.228, 4.034, -1.068], [5.514, -2.400, 0.973], [4.426, -1.681, 2.141], [3.126, -8.331, -1.822], [-4.263, 7.844, 4.656], [-3.034, 0.132, -0.318], [0.353, -7.368, 0.455], [3.594, -5.981, -0.822], [5.487, 0.591, 1.396], [2.260, -5.005, -0.197], [4.390, 0.523, -3.159], [2.464, -1.246, 0.235], [-3.996, 4.043, 4.471], [-1.739, 1.733, 2.496], [-1.312, -5.966, -2.661], [-5.596, 7.912, 3.252], [6.115, 1.478, -1.538], [1.237, 4.180, -0.705], [-2.607, 8.090, 4.091], [6.161, -1.482, 2.360], [-1.669, 5.542, 5.424], [3.734, 0.919, -1.612], [-1.700, 4.427, 4.074], [-0.059, -5.854, -0.318], [6.554, -1.348, -0.598], [-4.566, 5.070, 0.183], [-1.697, 0.843, -2.019], [2.541, -8.548, -0.175], [2.903, 0.790, 2.106], [1.549, 1.463, -1.740], [1.911, -8.163, -4.459], [-5.535, 4.267, 2.311], [-4.532, 8.438, 1.942], [-0.585, -8.654, -1.430], [2.127, -2.224, -2.455], [-4.215, 5.221, 5.746], [-0.387, -6.432, -5.397], [-1.049, 6.055, 3.854], [4.251, -0.207, 0.431], [-0.982, -1.993, 0.821], [-1.762, -7.491, -0.871], [1.972, -0.516, -2.669], [-6.080, 6.260, 4.565], [7.193, 0.150, -0.023], [6.511, 0.069, -2.468], [-6.775, 5.501, 2.323], [1.534, 2.587, 2.361], [-1.553, -7.545, -3.376], [1.543, -9.050, -1.500], [-0.641, 3.160, 0.647], [-5.817, 6.296, 0.108], [1.018, -1.928, -0.451], [0.230, -8.507, -4.848], [4.269, -1.721, -1.142], [-3.658, -0.509, -1.830], [-0.313, 4.949, -0.834], [4.210, -1.703, -2.912], [-3.486, -1.555, -0.415], [-2.929, 7.369, 5.662], [2.725, -6.478, 0.631], [-1.511, 2.795, -0.832], [1.248, -5.793, -5.214], [-0.486, -0.197, -2.748], [-4.120, 6.770, -0.003], [-0.122, -4.984, -4.445], [-6.336, 4.533, 4.585], [0.872, -9.024, -3.318], [-6.174, 7.894, 1.618]],
  "charge": -1,
  "homo_energy_ev": [-4.52, -4.52],
  "multiplicity": 3
}

no.,E (eV)
1,-78701.7900
2,-369581.6416
3,-378814.8853
4,-96397.6646